{
  "formula": "C50H58BaCl3N8O3S2Sb2",
  "method": "the ωB97M-V functional and the def2-TZVPD basis",
  "species": ["Ba", "N", "C", "C", "C", "C", "C", "C", "C", "C", "N", "C", "H", "H", "H", "H", "H", "H", "H", "H", "C", "Sb", "C", "C", "C", "C", "C", "C", "C", "C", "C", "Sb", "C", "C", "H", "H", "H", "H", "H", "H", "H", "H", "H", "H", "H", "H", "H", "H", "H", "H", "H", "H", "H", "H", "C", "C", "N", "C", "C", "N", "H", "H", "H", "H", "H", "H", "Cl", "C", "C", "C", "C", "C", "C", "N", "C", "C", "N", "C", "O", "C", "C", "C", "Cl", "S", "C", "C", "C", "Cl", "C", "H", "H", "H", "H", "H", "H", "H", "H", "H", "H", "H", "H", "H", "C", "C", "O", "O", "H", "H", "H", "N", "C", "S", "N", "C", "C", "C", "C", "C", "C", "H", "H", "H", "H", "H", "H", "H", "H"],
  "positions_angstrom": [[0.59449, 0.04586, -1.54154], [-2.26952, 3.37328, -1.48066], [-3.63260, 3.23322, -1.17977], [-4.54131, 4.22407, -1.44030], [-5.89413, 4.08010, -1.07067], [-6.32815, 2.95670, -0.43113], [-5.41312, 1.91544, -0.14600], [-5.79625, 0.72168, 0.50758], [-4.86602, -0.24723, 0.73497], [-3.54095, -0.03044, 0.30173], [-3.13518, 1.05998, -0.30226], [-4.05920, 2.04028, -0.52470], [-2.07871, 3.84874, -2.34937], [-1.78799, 2.48985, -1.41041], [-4.21344, 5.13173, -1.93393], [-6.58739, 4.87916, -1.29798], [-7.36472, 2.84333, -0.13932], [-6.82769, 0.59357, 0.81484], [-5.11950, -1.17504, 1.23145], [-2.79836, -0.80463, 0.45807], [-0.02703, 4.89664, -4.50939], [0.99480, 3.91742, -2.89491], [0.61914, 5.50087, -1.50218], [2.97910, 4.65153, -3.38416], [3.51202, 4.22032, -4.71935], [3.10504, 4.92390, -5.85638], [3.54318, 4.58571, -7.12423], [4.42506, 3.52550, -7.27934], [4.85829, 2.83549, -6.16164], [4.42149, 3.16149, -4.87523], [4.94526, 2.35632, -3.72393], [3.63151, 0.71395, -3.22073], [5.10650, -0.56091, -2.34177], [3.59033, -0.19027, -5.15144], [0.22960, 4.43531, -5.46171], [0.25202, 5.95035, -4.52565], [-1.10773, 4.82479, -4.37328], [0.91917, 6.44621, -1.95573], [1.17449, 5.33286, -0.58072], [-0.44486, 5.53949, -1.26839], [3.63285, 4.37674, -2.55723], [2.86292, 5.73614, -3.35990], [2.43881, 5.77027, -5.73464], [3.21055, 5.15423, -7.98307], [4.78700, 3.24947, -8.26097], [5.56716, 2.02300, -6.27757], [5.09140, 2.94963, -2.82179], [5.90415, 1.90655, -3.98455], [5.94060, -0.69950, -3.02877], [4.63915, -1.52067, -2.12473], [5.47276, -0.12461, -1.41273], [4.59424, -0.49584, -5.44571], [3.20136, 0.52509, -5.87534], [2.92524, -1.05187, -5.11720], [-0.88994, 0.11505, 2.48160], [0.49332, -0.39346, 2.28770], [0.98937, -0.85949, 1.15809], [2.26982, -1.29289, 1.44833], [2.54533, -1.06575, 2.76007], [1.40485, -0.49277, 3.27775], [-1.22216, 0.64395, 1.58970], [-0.94031, 0.79883, 3.32891], [-1.57924, -0.71163, 2.67383], [2.89531, -1.73604, 0.68749], [3.42414, -1.24038, 3.35550], [1.28025, -0.14917, 4.21904], [-0.49393, -1.52018, 6.05579], [-1.13746, -2.48848, 4.76295], [-0.27195, -3.19279, 3.94424], [-0.80235, -3.94152, 2.91013], [-2.17310, -4.03184, 2.68263], [-2.78519, -4.92922, 1.61769], [-1.89143, -5.21082, 0.40517], [-1.83853, -4.03817, -0.45468], [-2.71686, -3.75301, -1.47790], [-2.40781, -2.49592, -1.89687], [-1.37521, -1.99410, -1.13678], [-1.06280, -2.94580, -0.28649], [-3.35645, -6.10655, 2.15510], [-2.49905, -7.18143, 2.53063], [-1.55358, -6.90245, 3.66484], [-1.92431, -6.46312, 4.90100], [-3.52119, -6.14936, 5.43563], [-0.59590, -6.23912, 5.95598], [0.49988, -6.75987, 4.75136], [-0.14169, -7.08461, 3.59767], [-3.00322, -3.29269, 3.52334], [-4.72313, -3.28703, 3.28307], [-2.50413, -2.52293, 4.56457], [0.79633, -3.15594, 4.10759], [-0.11113, -4.49308, 2.28745], [-3.65246, -4.40137, 1.21867], [-2.33779, -6.02475, -0.16399], [-0.87670, -5.51049, 0.66062], [-3.45067, -4.46737, -1.81205], [-2.85738, -1.92995, -2.69564], [-0.27832, -2.88021, 0.45018], [-1.92536, -7.54287, 1.66991], [-3.19169, -7.97409, 2.81147], [1.55630, -6.81196, 4.96385], [0.36839, -7.44966, 2.71468], [-3.17443, -1.96690, 5.20451], [1.52331, -3.75699, -3.65224], [1.36825, -2.38435, -3.04163], [1.91958, -2.16573, -1.91663], [0.71283, -1.50315, -3.66502], [2.55547, -3.87406, -3.98980], [0.85400, -3.88711, -4.49861], [1.34482, -4.52132, -2.89635], [-1.19683, 3.92168, 1.30430], [-0.07743, 3.36687, 1.78601], [1.01849, 2.58878, 0.77316], [0.10381, 3.51148, 3.12406], [1.06914, 2.88207, 3.96541], [2.42305, 2.84827, 3.64952], [3.30862, 2.22427, 4.51577], [2.85961, 1.65279, 5.69968], [1.51169, 1.71299, 6.02345], [0.61724, 2.32462, 5.15588], [-1.40218, 3.87098, 0.31133], [-1.87558, 4.35710, 1.90731], [-0.64021, 3.97080, 3.62468], [2.77250, 3.30562, 2.73816], [4.36215, 2.19651, 4.26851], [3.56078, 1.18092, 6.37620], [1.15302, 1.29167, 6.95340], [-0.43844, 2.36347, 5.40282]],
  "forces_ev_per_angstrom": [[-0.4677, -0.0383, 0.3338], [-0.0564, 0.0654, 0.1319], [0.0206, 0.0111, 0.0045], [-0.0040, 0.0207, -0.0048], [-0.0010, 0.0212, -0.0197], [-0.0074, -0.0176, 0.0171], [-0.0090, -0.0013, -0.0029], [-0.0066, -0.0037, 0.0076], [0.0028, -0.0147, 0.0004], [-0.0143, -0.0102, 0.0030], [-0.0125, -0.0099, -0.0003], [0.0213, -0.0125, 0.0080], [-0.0177, 0.0268, -0.0387], [0.0411, -0.1187, -0.1001], [-0.0062, -0.0091, 0.0030], [0.0047, -0.0056, 0.0028], [0.0178, 0.0026, -0.0050], [0.0148, 0.0045, -0.0065], [0.0156, 0.0291, -0.0127], [-0.0243, 0.0322, -0.0125], [-0.0023, 0.0222, -0.0051], [0.0423, -0.0691, -0.0265], [-0.0510, 0.0172, 0.0141], [0.0293, 0.0125, -0.0564], [0.0208, -0.0097, 0.0142], [-0.0027, -0.0077, 0.0060], [0.0013, -0.0032, 0.0027], [-0.0016, 0.0024, 0.0143], [0.0040, 0.0079, 0.0152], [-0.0144, -0.0001, 0.0191], [0.0059, 0.0142, -0.0247], [0.1296, -0.0927, -0.0331], [0.0217, 0.0234, -0.0106], [-0.0060, 0.0000, -0.0011], [0.0017, 0.0044, 0.0187], [-0.0178, -0.0119, -0.0311], [0.0243, -0.0126, 0.0030], [0.0018, -0.0192, 0.0272], [0.0011, -0.0001, -0.0263], [0.0256, 0.0131, 0.0136], [-0.0215, -0.0177, -0.0044], [0.0099, 0.0086, -0.0069], [-0.0005, -0.0118, 0.0046], [0.0024, -0.0057, 0.0112], [-0.0025, 0.0039, 0.0019], [-0.0060, 0.0145, -0.0036], [0.0049, 0.0023, -0.0174], [-0.0155, 0.0056, 0.0052], [-0.0014, -0.0049, 0.0062], [0.0068, -0.0005, -0.0040], [-0.0008, -0.0062, -0.0060], [-0.0162, 0.0044, 0.0039], [0.0048, -0.0194, 0.0135], [0.0269, 0.0183, -0.0093], [0.0217, 0.0263, 0.0186], [0.1004, -0.0363, -0.0265], [-0.0192, -0.1357, -0.0589], [-0.0254, 0.0048, -0.0846], [-0.0500, 0.1021, 0.0312], [0.0193, 0.0022, -0.0623], [0.0044, 0.0119, -0.0094], [0.0132, -0.0152, 0.0312], [0.0254, 0.0246, -0.0187], [-0.0270, 0.0127, 0.0350], [-0.0159, 0.0094, -0.0054], [0.0096, -0.0187, 0.0220], [-0.0042, -0.0005, -0.0173], [0.0293, -0.0086, 0.0541], [0.0040, 0.0322, -0.0083], [0.0132, -0.0616, -0.0037], [0.0333, -0.0192, -0.0174], [-0.0331, 0.0140, -0.0953], [0.0030, 0.0922, -0.0093], [-0.0475, 0.0123, 0.0210], [0.0286, -0.0031, -0.0012], [-0.0312, -0.0073, 0.0544], [0.1263, 0.0516, -0.1757], [0.0687, -0.0621, 0.0157], [0.0598, -0.0853, 0.1008], [-0.0237, 0.0062, -0.0145], [-0.0110, 0.0033, 0.0035], [-0.0470, -0.0147, 0.0081], [0.0202, 0.0121, -0.0011], [0.0146, 0.0221, 0.0317], [0.0339, -0.0184, 0.0065], [0.0281, 0.0299, -0.0821], [-0.0074, 0.0736, -0.0163], [-0.0206, -0.0312, 0.0642], [-0.0205, -0.0312, -0.0180], [-0.0225, 0.0021, -0.0012], [-0.0145, -0.0178, -0.0013], [-0.0131, 0.0213, -0.0213], [-0.0299, -0.0047, -0.0116], [0.0290, 0.0094, 0.0211], [0.0251, 0.0279, 0.0055], [0.0181, -0.0048, 0.0094], [-0.0079, -0.0024, -0.0182], [-0.0001, 0.0207, 0.0043], [-0.0158, -0.0203, -0.0008], [-0.0388, -0.0051, -0.0071], [-0.0134, 0.0111, 0.0266], [0.0048, -0.0030, -0.0073], [0.0187, 0.0008, 0.0051], [0.0431, -0.0206, -0.0153], [-0.0277, 0.1074, -0.0966], [0.0782, 0.0265, 0.1774], [-0.0156, 0.0086, 0.0040], [0.0015, 0.0104, 0.0158], [-0.0067, 0.0107, -0.0059], [0.0493, -0.0262, 0.1160], [0.0030, 0.1312, 0.0071], [0.0153, -0.0421, -0.0791], [0.1057, -0.1014, 0.0188], [0.0172, 0.0151, -0.1650], [-0.0611, 0.0200, 0.0468], [-0.0361, -0.0085, -0.0042], [0.0518, -0.0204, 0.0019], [-0.0109, 0.0387, 0.0240], [-0.0624, -0.0447, 0.0018], [-0.0128, -0.0372, -0.0677], [0.0039, 0.0027, 0.0023], [-0.0554, 0.0262, 0.0382], [0.0210, 0.0048, -0.0138], [-0.0207, 0.0124, -0.0040], [-0.0169, 0.0061, -0.0124], [-0.0044, -0.0027, -0.0031], [0.0112, -0.0007, 0.0000]],
  "e_lumo_ev": -1.91,
  "charge": 1,
  "molar_mass_g_mol": 1370.41,
  "homo_lumo_gap_ha": 0.2965
}